Density functional theory data (the ωB97M-V functional and the def2-TZVPD basis) for 3 unconnected molecules or ions with the total composition C5H11N.

The calculation puts the HOMO energy at -9.86 eV. The relative energy (zero: lowest compared OMol25 entry of this formula, charge and spin) is 3.9885 eV. The value obtained for the total energy is -251.715956 Eh.

```
! RIJCOSX wB97M-V def2-TZVPD def2/J DEFGRID3
* xyz 0 1
H -3.115 0.645 0.664
H 0.500 0.780 0.312
H -1.396 0.203 -1.865
H -0.876 -0.589 2.350
H -1.232 -0.312 1.757
C 1.213 0.000 0.030
H 2.549 1.311 -1.043
C 2.597 0.472 -0.339
H 0.925 -2.175 1.143
C 0.933 -1.360 0.429
C -2.090 -0.022 -1.061
H 3.154 0.803 0.545
H 3.156 -0.341 -0.813
H -2.485 -1.035 -1.040
H -2.021 1.889 -0.160
C -2.425 0.879 -0.143
N 0.612 -1.148 -0.766
*
```

Density functional theory data (the ωB97M-V functional and the def2-TZVPD basis) for 2 unconnected molecules or ions with the total composition C5H8O2.

The calculation puts the HOMO energy at -9.54 eV. The relative energy (zero: lowest compared OMol25 entry of this formula, charge and spin) is 2.8155 eV. The value obtained for the total energy is -345.701491 Eh.

```
! RIJCOSX wB97M-V def2-TZVPD def2/J DEFGRID3
* xyz 0 1
H 1.143 0.772 -1.895
C -0.634 -1.346 0.302
C -0.125 0.024 0.735
C -0.802 1.166 0.176
O -1.264 -1.337 -0.947
C 0.911 0.177 1.568
H -1.847 2.954 -0.765
C -1.345 2.117 -0.330
H 1.441 -0.687 1.963
H -1.380 -1.691 1.025
H 1.240 1.160 1.890
H 1.724 -0.133 -0.829
H 0.208 -2.055 0.337
O 1.403 -0.146 -1.742
H -0.619 -0.963 -1.569
*
```

Density functional theory data (the ωB97M-V functional and the def2-TZVPD basis) for a molecular structure, C4H6AgLiO7 in a non-equilibrium geometry.

The calculation puts the HOMO energy (spin up / spin down) at -1.38 / -4.86 eV. The value obtained for the total energy is -837.289562 Eh.

```
! RIJCOSX wB97M-V def2-TZVPD def2/J DEFGRID3
* xyz -1 2
C -3.495 0.167 0.180
O 3.827 -0.158 -0.616
O 1.202 0.469 -0.197
O 3.409 -0.352 1.588
O 3.415 -2.164 0.311
C -0.063 1.030 0.070
Ag 2.775 1.342 -1.676
C 3.539 -0.819 0.426
O -2.282 0.458 0.678
H -1.376 -0.276 -1.045
O -3.779 -1.009 -0.154
Li -5.523 -0.221 -0.638
O -4.290 1.132 0.056
C -1.135 -0.044 0.002
H -0.052 1.492 1.071
H -0.256 1.812 -0.679
H -0.786 -0.966 0.490
H 1.730 0.482 0.723
H 3.138 -2.374 -0.588
*
```

Density functional theory data (the ωB97M-V functional and the def2-TZVPD basis) for a gas-phase ion, C8H9O4 (charge +1) in a non-equilibrium geometry.

The calculation puts the HOMO energy (spin up / spin down) at -11.04 / -11.05 eV. The relative energy (zero: lowest compared OMol25 entry of this formula, charge and spin) is 3.3351 eV. The value obtained for the total energy is -610.712209 Eh.

```
! RIJCOSX wB97M-V def2-TZVPD def2/J DEFGRID3
* xyz 1 1
C -1.985 -1.913 -0.746
O -3.914 -3.004 -0.122
H 0.440 1.552 2.469
H -1.236 -1.562 -1.496
O -0.986 -0.283 0.740
O 0.782 -1.100 -0.456
H 2.276 2.451 -0.102
C 0.926 1.100 0.547
C -1.922 -1.207 0.434
O -4.516 -2.398 2.007
H -3.224 -3.471 -1.919
C -2.947 -2.820 -1.080
H -2.719 -1.125 1.272
C -4.243 -2.545 0.922
H 1.507 2.745 1.673
H 1.373 1.631 -1.543
C 1.915 1.522 -0.501
C 0.271 -0.156 0.349
C 0.866 1.925 1.598
H 0.205 -1.895 -0.478
H 2.621 0.661 -0.640
*
```

Density functional theory data (the ωB97M-V functional and the def2-TZVPD basis) for 2 unconnected molecules or ions with the total composition C5H2FNO2 in a non-equilibrium geometry.

The calculation puts the HOMO energy at -8.93 eV. The relative energy (zero: lowest compared OMol25 entry of this formula, charge and spin) is 0.8240 eV. The value obtained for the total energy is -496.557755 Eh.

```
! RIJCOSX wB97M-V def2-TZVPD def2/J DEFGRID3
* xyz 0 1
C 0.491 2.033 1.001
C -0.776 -0.627 -1.783
O 1.302 2.813 1.033
N 0.344 -0.890 -1.950
H 0.490 -2.384 1.611
F -1.825 0.051 -2.100
C 0.385 -1.460 1.261
H -1.364 1.286 0.754
C -0.381 1.060 0.947
C 0.025 -0.298 1.128
O 1.310 -1.584 -1.903
*
```

Density functional theory data (the ωB97M-V functional and the def2-TZVPD basis) for a molecular structure, C7H21BClFNO7Si2.

The calculation puts the HOMO energy at -5.86 eV. The value obtained for the total energy is -2024.624472 Eh.

```
! RIJCOSX wB97M-V def2-TZVPD def2/J DEFGRID3
* xyz -1 1
B 1.062 -3.101 -0.291
C 0.664 3.906 -1.703
H -1.617 0.707 2.867
N 0.239 -4.121 0.266
F 0.765 1.219 2.042
O -4.335 0.978 -2.431
H -2.113 1.037 -1.066
O -3.564 0.470 -4.607
H -0.571 -1.646 2.237
H 3.926 -1.848 0.766
H 1.380 2.432 -0.297
H -0.717 1.340 4.257
O -5.119 -0.954 -3.543
H 2.210 -2.885 -1.872
H -1.576 -1.200 -0.591
Cl -3.980 -0.088 -3.344
H 4.576 0.315 -0.135
C -0.708 -0.552 -0.746
Si 3.553 -0.418 0.642
H 1.258 0.095 3.635
C 0.426 2.777 -0.715
C -1.113 0.918 -0.640
H 1.456 4.568 -1.344
H -0.240 4.493 -1.865
C -0.842 0.478 3.601
O 2.080 -3.512 -1.144
O -0.208 1.716 -1.394
H -0.430 -0.705 -1.795
H -0.199 3.125 0.115
H -0.735 -3.896 0.401
H -1.163 -0.376 4.200
C 0.410 -1.174 2.119
O -2.889 -0.852 -2.768
H 1.138 -1.866 2.553
O 2.110 -0.251 -0.113
C 0.455 0.141 2.894
H 0.976 3.490 -2.662
H 3.512 0.156 2.009
Si 0.745 -1.157 0.247
H 0.324 -5.024 -0.184
H -1.144 1.264 0.399
*
```